Entry 1:
# C4H4O2

C4H4O2 in the gas phase (ωB97M-V/def2-TZVPD, the OMol25 dataset).

```
10
Properties=species:S:1:pos:R:3
C -0.2346 0.3567 -1.3010
C -0.0574 -0.1242 0.0924
C -0.9055 -0.0888 1.1975
O -1.8814 0.1817 1.7801
C 1.0780 -0.5236 0.8089
O 0.7378 -0.6350 2.0554
H 0.1613 1.3650 -1.4525
H -1.2805 0.3750 -1.6211
H 0.2796 -0.2962 -2.0104
H 2.1028 -0.6106 0.4506
```

Energy above the lowest of the compared OMol25 structures with the same formula, charge and spin, kJ/mol: 120.7
Frontier orbital gap, eV: 9.3
SMILES: CC(=C=O)C=O
E, hartree: -305.23349

***

Entry 2:
# C4H4O2

A molecular structure, C4H4O2 (ωB97M-V/def2-TZVPD, the OMol25 dataset).

```
10
Properties=species:S:1:pos:R:3
C 0.6354 1.0787 -0.0004
C 0.9928 -0.9040 0.0006
C -0.2393 -0.1412 0.0000
C -1.5372 -0.4362 0.0000
O 1.7806 0.1922 0.0001
O 1.2906 -2.0800 0.0012
H 0.6124 1.7083 0.8943
H 0.6127 1.7074 -0.8958
H -1.8616 -1.4725 0.0005
H -2.2864 0.3474 -0.0004
```

Energy above the lowest of the compared OMol25 structures with the same formula, charge and spin, kJ/mol: 66.9
Frontier orbital gap, eV: 10.8
E, hartree: -305.25398

***

Entry 3:
# C4H4O2

C4H4O2 in the gas phase (ωB97M-V/def2-TZVPD, the OMol25 dataset).

```
10
Properties=species:S:1:pos:R:3
C -0.0030 1.5372 0.3098
C -0.8141 0.4807 0.1927
C -0.4216 -0.8543 -0.0658
O 0.7523 -1.4821 0.7311
C 0.9781 -1.3293 -0.5190
O 1.7219 -1.5137 -1.4225
H -0.3194 2.6016 0.6547
H 1.0248 1.4329 0.1984
H -1.8025 0.7960 0.2285
H -1.1165 -1.6692 -0.3077
```

Energy above the lowest of the compared OMol25 structures with the same formula, charge and spin, kJ/mol: 198.1
Frontier orbital gap, eV: 9.9
SMILES: C=C[C@@H]1OC1=O
E, hartree: -305.20403

***

Entry 4:
# C4H4O2

2 unconnected molecules or ions with the total composition C4H4O2 (ωB97M-V/def2-TZVPD, the OMol25 dataset).

```
10
Properties=species:S:1:pos:R:3
C -1.6036 1.3639 -0.9401
C -1.9063 1.1667 0.4877
C -0.3870 1.2153 -0.1288
C 0.6993 0.2210 -0.3769
O -2.0372 1.2316 -2.0519
O -0.8517 1.6996 1.1059
H -2.4192 -0.5897 1.2177
H 0.5801 -0.0666 -1.5623
H 0.4490 -0.5561 0.3323
H 1.7300 0.6483 -0.0977
```

Energy above the lowest of the compared OMol25 structures with the same formula, charge and spin, kJ/mol: 548.8
Frontier orbital gap (alpha / beta), eV: 8.2 / 6.8
2S+1: 3
E, hartree: -304.95714

***

Entry 5:
# C4H4O2S

A molecular structure, C4H4O2S (ωB97M-V/def2-TZVPD, the OMol25 dataset).

```
11
Properties=species:S:1:pos:R:3
C -0.3655 -0.1410 0.2552
C -0.5318 0.8365 1.1024
C 1.0530 1.4125 0.0096
C 0.6248 0.3400 -0.5640
H -0.3800 -2.1988 1.0352
H -1.2955 0.8720 1.7659
H 1.8242 2.1458 -0.5406
H 1.4149 -1.6760 -1.2235
O 0.2886 1.8347 0.9469
O 1.1430 -0.1620 -1.7335
S -1.1062 -1.7008 0.0273
```

Energy above the lowest of the compared OMol25 structures with the same formula, charge and spin, kJ/mol: 547.3
Frontier orbital gap, eV: 7.7
E, hartree: -703.28350

***

Entry 6:
# C4H4O3

C4H4O3 in the gas phase (ωB97M-V/def2-TZVPD, the OMol25 dataset).

```
11
Properties=species:S:1:pos:R:3
O -1.9432 1.1351 0.6900
C -0.9741 1.1510 -0.0266
C -0.0325 -0.0289 -0.1514
C 1.3483 0.2991 -0.6216
O 1.8330 1.3876 -0.4235
C -0.2624 -1.2161 0.6876
O -0.6100 -1.2184 -0.6792
H -0.7227 2.0213 -0.6594
H 1.8828 -0.5074 -1.1625
H 0.5792 -1.8515 0.9629
H -1.0984 -1.1718 1.3836
```

Energy above the lowest of the compared OMol25 structures with the same formula, charge and spin, kJ/mol: 215.7
Frontier orbital gap, eV: 10.3
SMILES: O=CC1(C=O)CO1
E, hartree: -380.46486

***

Entry 7:
# C4H4O3

2 unconnected molecules or ions with the total composition C4H4O3 (ωB97M-V/def2-TZVPD, the OMol25 dataset).

```
11
Properties=species:S:1:pos:R:3
O -1.5481 1.3558 -2.5785
C -1.3242 0.9561 -1.5394
O 0.3751 -0.8314 -1.7820
C 0.0551 -1.1113 -0.6420
C 0.2946 -0.2690 0.5106
C 0.4987 0.9829 1.2240
O -0.1882 -0.1687 1.7944
H 1.2465 -1.0245 0.3201
H -0.2773 -2.1086 -0.2968
H -0.1075 1.8895 1.1516
H 1.5166 1.1234 1.5888
```

Energy above the lowest of the compared OMol25 structures with the same formula, charge and spin, kJ/mol: 402.2
Frontier orbital gap, eV: 10.7
E, hartree: -380.39385

***

Entry 8:
# C4H4O3

C4H4O3 in the gas phase (ωB97M-V/def2-TZVPD, the OMol25 dataset).

```
11
Properties=species:S:1:pos:R:3
O 1.9004 0.2938 -0.5508
C 1.1095 -0.5411 -0.9138
C -0.0653 -0.1725 -0.0201
C -1.1926 0.3082 -0.8147
O -1.1305 0.1811 -2.0214
C -0.0168 -0.0526 1.4562
O -0.0270 1.2504 1.0377
H 1.4204 -1.2228 -1.8006
H -2.0196 0.7737 -0.2724
H -0.8887 -0.4624 1.9606
H 0.9243 -0.3535 1.9321
```

Energy above the lowest of the compared OMol25 structures with the same formula, charge and spin, kJ/mol: 442.3
Frontier orbital gap, eV: 9.1
SMILES: O=CC1(C=O)CO1
E, hartree: -380.37855

***

Entry 9:
# C4H4O3S

C4H4O3S in the gas phase (ωB97M-V/def2-TZVPD, the OMol25 dataset).

```
12
Properties=species:S:1:pos:R:3
C 1.8255 0.4576 0.1958
C 0.6814 1.1697 0.1359
C 2.0058 -0.7341 -0.5242
C -1.6329 -0.2784 0.1033
O -0.9872 -1.1331 0.7016
O 1.3094 -1.7945 -0.5453
O -2.9544 -0.3296 0.0598
S -0.8175 0.9818 -0.8117
H 2.7646 0.6801 0.7731
H 0.6091 2.1468 0.3329
H 0.5098 -1.6508 0.1289
H -3.3137 0.4847 -0.5502
```

Energy above the lowest of the compared OMol25 structures with the same formula, charge and spin, kJ/mol: 407.4
Frontier orbital gap (alpha / beta), eV: 7.8 / 7.8
E, hartree: -778.58907

***

Entry 10:
# C4H4O4

C4H4O4 in the gas phase (ωB97M-V/def2-TZVPD, the OMol25 dataset).

```
12
Properties=species:S:1:pos:R:3
O 1.3965 1.5519 -0.7253
C 0.7197 1.3036 0.2622
C -0.0647 -0.0269 0.2175
O -0.8865 -0.0343 1.4288
C -0.8657 -0.1016 -1.1034
O -2.0654 -0.2201 -1.0375
C 0.9906 -1.1505 0.3077
O 1.7329 -1.4645 -0.5843
H 0.5015 2.0021 1.0526
H -1.7932 0.0858 1.1121
H -0.3149 -0.0834 -2.0435
H 0.6492 -1.8623 1.1132
```

Energy above the lowest of the compared OMol25 structures with the same formula, charge and spin, kJ/mol: 249.3
Frontier orbital gap, eV: 10.0
SMILES: O=CC(O)(C=O)C=O
E, hartree: -455.71808

***

Entry 11:
# C4H4O4

C4H4O4 in the gas phase (ωB97M-V/def2-TZVPD, the OMol25 dataset).

```
12
Properties=species:S:1:pos:R:3
O -2.7306 -1.0035 -0.2064
C -1.8479 -0.1962 -0.1495
O -1.9972 1.2047 -0.0624
C -0.4191 -0.6452 -0.0034
O -0.5497 -1.8586 0.0556
C 0.9252 0.2379 -0.2435
C 2.1381 0.0283 0.4972
O 1.9941 -0.5122 -0.8502
H -3.0433 1.3868 -0.1232
H 0.8824 1.2810 -0.7370
H 2.5930 0.9221 0.6259
H 2.0548 -0.8452 1.1969
```

Energy above the lowest of the compared OMol25 structures with the same formula, charge and spin, kJ/mol: 369.8
Frontier orbital gap, eV: 10.0
SMILES: O=C(O)C(=O)[C@H]1CO1
E, hartree: -455.67217

***

Entry 12:
# C4H4O4

C4H4O4 in the gas phase (ωB97M-V/def2-TZVPD, the OMol25 dataset).

```
12
Properties=species:S:1:pos:R:3
O -0.8021 -1.2451 -1.9732
C -0.5404 -0.0742 -1.5511
C -0.6799 -0.0913 -0.0075
C 0.2122 -0.9222 0.7608
O 1.5272 -0.0772 0.4999
C 1.0451 1.2252 0.6044
O 1.6007 2.2336 0.9002
O -0.3799 1.2184 0.3973
H -0.5104 1.0220 -2.0682
H -1.7919 -0.3881 0.1561
H -0.0382 -1.0176 1.8349
H 0.3577 -1.8835 0.4464
```

Energy above the lowest of the compared OMol25 structures with the same formula, charge and spin, kJ/mol: 252.3
Frontier orbital gap, eV: 10.3
SMILES: O=C[C@H]1COC(=O)O1
E, hartree: -455.71692

***

Entry 13:
# C4H4O5S

C4H4O5S in the gas phase (ωB97M-V/def2-TZVPD, the OMol25 dataset).

```
14
Properties=species:S:1:pos:R:3
C 1.1461 0.4811 -0.2745
C 0.7809 -0.9067 -0.2543
C -0.3868 1.4183 0.2268
C -0.5751 -1.1566 -0.2446
O -2.8184 -0.0671 0.3107
O 2.3519 1.0710 -0.1881
O 1.7261 -1.9164 -0.0588
O -0.3919 2.7166 -0.1611
O -1.1441 -2.3215 -0.0481
S -1.6181 0.2894 -0.5137
H 2.1720 1.9105 0.1906
H 1.2435 -2.5544 0.4033
H -0.3817 3.1370 0.7001
H -2.1046 -2.1013 -0.0882
```

Energy above the lowest of the compared OMol25 structures with the same formula, charge and spin, kJ/mol: 453.1
Frontier orbital gap (alpha / beta), eV: 7.2 / 7.2
E, hartree: -929.01882

***

Entry 14:
# C4H4OS

C4H4OS in the gas phase (ωB97M-V/def2-TZVPD, the OMol25 dataset).

```
10
Properties=species:S:1:pos:R:3
C -1.2990 0.8783 1.5829
C -0.7115 0.9315 0.5327
C 0.3461 0.9908 -0.8572
S 0.5041 2.4308 -1.4988
O 0.8918 -0.1438 -1.1971
C 0.5943 -1.3174 -0.4227
H -1.8156 0.9880 2.5095
H 0.7128 -0.9969 0.7052
H 1.2884 -2.1191 -0.7828
H -0.5115 -1.6422 -0.5717
```

Energy above the lowest of the compared OMol25 structures with the same formula, charge and spin, kJ/mol: 357.0
Frontier orbital gap, eV: 9.1
SMILES: C#CC(=S)OC
E, hartree: -628.09903

***

Entry 15:
# C4H4OS

A molecular structure, C4H4OS (ωB97M-V/def2-TZVPD, the OMol25 dataset).

```
10
Properties=species:S:1:pos:R:3
C 0.7357 0.5466 0.8565
C -0.0484 -0.1486 -0.0463
C 1.8444 0.3593 0.0477
C -1.5123 -0.3921 -0.3071
O 0.8081 -0.4957 -0.9390
S 3.3938 0.2406 -0.2532
H 0.4421 1.1833 1.6077
H -2.0051 -0.0555 0.5296
H -1.7863 -1.4538 -0.4202
H -1.8721 0.2159 -1.0757
```

Energy above the lowest of the compared OMol25 structures with the same formula, charge and spin, kJ/mol: 233.2
Frontier orbital gap, eV: 8.5
E, hartree: -628.14617

***

Entry 16:
# C4H4OS

C4H4OS in the gas phase (ωB97M-V/def2-TZVPD, the OMol25 dataset).

```
10
Properties=species:S:1:pos:R:3
O 2.2409 0.1205 0.2209
C 1.0710 -0.0106 0.0195
C -0.0412 1.0947 -0.0931
C -1.0264 -0.0361 -0.1725
S -2.6039 0.1116 0.1423
C 0.0960 -1.0962 -0.0690
H -0.0471 1.5476 0.8318
H 0.0369 1.8181 -0.9582
H 0.0498 -1.8166 -0.8114
H 0.2239 -1.7330 0.8896
```

Energy above the lowest of the compared OMol25 structures with the same formula, charge and spin, kJ/mol: 183.2
Frontier orbital gap, eV: 8.1
SMILES: O=C1CC(=S)C1
E, hartree: -628.16522

***

Entry 17:
# C4H4OS2

C4H4OS2 in the gas phase (ωB97M-V/def2-TZVPD, the OMol25 dataset).

```
11
Properties=species:S:1:pos:R:3
S 1.1414 2.0913 0.4791
C 0.8160 0.4823 0.3231
C -0.3661 -0.1150 1.1638
S -1.7994 -0.7205 0.1545
C -0.8671 -1.5006 -1.1092
C 0.5574 -1.3739 -1.1423
O 1.2490 -0.2812 -0.6820
H -0.5163 0.7471 2.0137
H 0.1885 -1.0982 1.5292
H -1.2172 -2.3330 -1.7092
H 1.2409 -1.9553 -1.9259
```

Energy above the lowest of the compared OMol25 structures with the same formula, charge and spin, kJ/mol: 199.6
Frontier orbital gap, eV: 8.1
SMILES: S=C1CSC=CO1
E, hartree: -1026.33854

***

Entry 18:
# C4H4PS

A molecular structure, C4H4PS (ωB97M-V/def2-TZVPD, the OMol25 dataset).

```
10
Properties=species:S:1:pos:R:3
C -0.7647 -0.3849 0.3547
C 0.6530 -0.3313 0.1861
C -1.2663 0.5912 -0.4411
C 1.3572 0.5413 -0.5687
P 0.0779 1.4147 -1.4225
S 2.2133 -2.5300 1.3019
H -1.3125 -1.0590 0.9247
H 1.2849 -1.4883 0.8038
H -2.4529 0.6577 -0.5828
H 0.2101 2.5885 -0.5562
```

Energy above the lowest of the compared OMol25 structures with the same formula, charge and spin, kJ/mol: 458.7
Frontier orbital gap (alpha / beta), eV: 6.5 / 6.5
Total charge: -1
E, hartree: -894.19551

***

Entry 19:
# C4H4S

C4H4S in the gas phase (ωB97M-V/def2-TZVPD, the OMol25 dataset).

```
9
Properties=species:S:1:pos:R:3
C 0.0879 2.0418 -0.1021
C 0.3893 0.8874 -0.0384
C 0.8266 -0.4490 0.0229
C -0.0075 -1.4570 0.1508
S -1.7338 -1.0462 0.3556
H -0.3271 3.0270 -0.3342
H 1.9199 -0.4566 0.0747
H 0.2059 -2.5893 0.2097
H -1.3611 0.0418 -0.3389
```

Energy above the lowest of the compared OMol25 structures with the same formula, charge and spin, kJ/mol: 272.7
Frontier orbital gap, eV: 9.4
SMILES: C#C/C=C\S
E, hartree: -552.88815

***

Entry 20:
# C4H4S

A molecular structure, C4H4S (ωB97M-V/def2-TZVPD, the OMol25 dataset).

```
9
Properties=species:S:1:pos:R:3
C 0.0960 -1.1906 0.0860
C 1.0258 -0.2461 -0.2243
C -0.8821 -0.1881 0.3103
C 0.1319 0.9182 0.1306
S -2.7430 0.1521 -0.0895
H 0.0858 -2.2625 0.1037
H 1.9919 -0.2663 -0.6940
H 0.4012 1.4542 1.0379
H -0.1076 1.6291 -0.6607
```

Energy above the lowest of the compared OMol25 structures with the same formula, charge and spin, kJ/mol: 319.6
Frontier orbital gap, eV: 7.2
E, hartree: -552.87030